Model A:
Computed, not measured: a gas-phase ion, CH3N4 (charge +1), with ωB97M-V/def2-TZVPD.

```
8
Properties=species:S:1:pos:R:3:mulliken_charge:R:1
N -3.20 -0.75 -1.07 -0.420
C -2.85 0.05 -0.12 0.610
N -1.96 0.67 0.38 0.217
N -0.78 0.86 0.70 -0.150
N 0.28 0.35 -0.18 -0.211
H -2.45 -1.27 -1.59 0.327
H 0.32 0.00 -1.18 0.303
H 1.11 0.91 0.08 0.324
```

Values from the calculation:
Multiplicity: 1
Total charge: +1
SMILES: N=C=NN=[NH2+]
HOMO (spin up / spin down) (hartree): -0.5897 / -0.5898
LUMO (spin up / spin down) (Eh): -0.279 / -0.279

---

Model B:
Computed, not measured: a molecular structure, CH3N4, with ωB97M-V/def2-TZVPD.

```
8
Properties=species:S:1:pos:R:3:mulliken_charge:R:1
C 0.01 -0.15 0.15 0.488
N -0.63 1.02 0.15 -0.031
N -1.78 0.32 -0.26 -0.017
N -1.32 -0.80 -0.14 -0.122
N 1.20 -0.65 0.12 -0.272
H -0.67 2.01 0.12 0.280
H 2.07 -0.08 0.06 0.317
H 1.12 -1.67 -0.20 0.356
```

Values from the calculation:
Multiplicity: 1
Total charge: +1
HOMO (hartree): -0.6104
LUMO (Eh): -0.239

---

The winner here is model B, beating the second structure by 0.0854 hartree.

---

Model A:
Computed, not measured: 2 unconnected molecules or ions with the total composition C11H11N, with ωB97M-V/def2-TZVPD.

```
23
Properties=species:S:1:pos:R:3:mulliken_charge:R:1
C 0.69 0.20 -1.82 -0.467
C -0.05 0.80 -2.86 -0.351
C -1.06 1.68 -2.64 -0.276
C -1.41 2.00 -1.33 -0.502
C -0.59 1.56 -0.36 -0.472
C 0.53 0.70 -0.55 -0.114
H 1.45 -0.58 -2.12 0.338
H 0.27 0.58 -3.91 0.271
H -1.53 2.09 -3.55 0.341
H -2.20 2.70 -1.16 0.433
H -0.83 1.97 0.65 0.339
H 1.05 0.40 0.38 0.565
C 1.17 -1.85 1.09 -0.454
C 1.26 -1.79 2.49 -0.162
C 0.30 -1.04 3.21 -0.063
N -0.84 -0.62 2.69 -0.627
C -0.91 -0.68 1.29 -0.420
C 0.11 -1.20 0.45 -0.342
H 1.97 -2.16 0.34 0.272
H 2.06 -2.32 3.16 0.241
H 0.58 -1.07 4.31 0.262
H -1.87 -0.19 0.86 0.441
H -0.17 -1.19 -0.62 0.746
```

Values from the calculation:
Multiplicity: 1
SMILES: c1ccccc1.c1ccncc1
HOMO (hartree): -0.3047
LUMO (Eh): 0.018

---

Model B:
Computed, not measured: C11H11N in the gas phase, with ωB97M-V/def2-TZVPD.

```
23
Properties=species:S:1:pos:R:3:mulliken_charge:R:1
C -3.71 0.06 0.31 -0.743
N -2.84 -0.77 -0.58 -0.364
C -1.46 -0.26 -0.21 0.535
C -1.09 1.18 -0.22 -0.464
C 0.16 1.73 -0.24 -0.688
C 1.30 0.87 -0.19 0.901
C 2.67 1.30 -0.17 -0.768
C 3.54 0.23 -0.05 -0.259
C 3.10 -1.19 0.06 -0.504
C 1.84 -1.57 0.04 -0.622
C 0.96 -0.48 -0.18 1.179
C -0.31 -1.14 -0.40 -0.887
H -3.34 0.17 1.56 0.241
H -4.85 -0.34 0.39 0.281
H -3.91 1.21 0.14 0.244
H -2.76 -1.64 -0.22 0.345
H -1.87 1.86 -0.11 0.241
H 0.13 2.83 0.23 0.153
H 3.18 2.36 -0.26 0.252
H 4.64 0.49 0.07 0.267
H 3.70 -2.11 0.39 0.227
H 1.37 -2.61 0.03 0.187
H -0.45 -2.18 -0.42 0.246
```

Values from the calculation:
Multiplicity: 1
SMILES: CNc1ccc2ccccc2c1
HOMO (hartree): -0.2972
LUMO (Eh): 0.023

---

The winner here is model A, beating the second structure by 0.0345 hartree.

---

Model A:
Computed, not measured: a molecular structure, C10H20Cl10F8Mg2N4O16S8, with ωB97M-V/def2-TZVPD.

```
78
Properties=species:S:1:pos:R:3:mulliken_charge:R:1
Mg -1.96 2.72 2.10 0.879
Mg -1.14 -2.13 0.30 1.704
N -2.98 1.63 1.06 0.398
S -3.58 0.04 1.26 0.471
O -2.68 -0.99 0.79 -0.295
O -5.02 -0.21 1.39 -0.469
F -3.13 0.03 2.85 -0.339
S -3.46 1.70 -0.44 0.811
O -4.87 2.02 -0.67 -0.573
O -2.80 0.83 -1.41 -0.429
F -2.70 3.06 -0.73 -0.268
N -0.13 -0.65 0.21 0.470
S 0.53 0.54 1.26 0.784
O -0.47 1.46 1.86 -0.068
O 1.84 1.05 0.97 -0.441
F 0.67 -0.45 2.52 -0.261
S 0.39 0.00 -1.14 -0.328
O 1.62 -0.54 -1.61 -0.224
O 0.00 1.40 -1.42 -0.117
F -0.54 -0.87 -2.12 -0.480
N -2.86 5.12 4.66 -0.411
S -1.18 4.81 4.35 1.092
O -0.85 4.01 3.21 -0.479
O -0.36 4.65 5.53 -0.519
F -0.88 6.30 3.82 -0.247
S -3.06 3.63 5.06 0.970
O -2.81 3.16 6.40 -0.519
O -2.91 2.72 3.92 -0.444
F -4.67 3.74 4.95 -0.300
N -1.34 -3.62 -0.66 0.438
S -2.63 -4.79 -0.63 0.878
O -2.50 -5.84 0.29 -0.510
O -3.48 -4.96 -1.82 -0.528
F -3.61 -3.76 0.22 -0.310
S -0.55 -4.46 -1.74 0.804
O -1.11 -4.56 -3.08 -0.528
O 0.17 -5.51 -1.06 -0.590
F 0.65 -3.40 -1.90 -0.209
Cl 5.76 1.59 -1.36 -0.229
C 4.56 0.38 -1.83 0.379
C 5.14 -0.89 -2.59 -0.140
Cl 5.87 -0.79 -4.18 -0.189
H 3.75 0.75 -2.47 0.190
H 4.12 -0.02 -0.92 -0.201
H 4.19 -1.42 -2.68 -0.039
H 5.69 -1.59 -1.97 0.282
Cl 5.11 -1.85 1.09 -0.175
C 4.58 -3.50 0.55 -0.687
C 3.19 -3.45 -0.06 -0.361
Cl 1.87 -2.87 0.93 0.108
H 4.51 -4.26 1.33 0.402
H 5.37 -3.80 -0.15 0.418
H 2.99 -4.45 -0.45 0.473
H 3.19 -2.82 -0.95 -0.173
Cl -1.26 -3.11 2.35 -0.073
C -0.46 -3.84 3.80 -0.563
C -0.30 -2.80 4.92 -0.429
Cl -1.86 -2.37 5.73 -0.172
H 0.58 -4.05 3.57 0.144
H -0.96 -4.78 4.03 0.465
H 0.35 -1.95 4.71 0.255
H 0.25 -3.35 5.69 0.416
Cl -0.91 5.02 -3.07 -0.184
C 0.62 4.55 -2.38 0.020
C 0.90 5.01 -0.94 -0.687
Cl 0.05 3.95 0.16 -0.004
H 1.36 4.82 -3.13 0.427
H 0.73 3.47 -2.43 -0.208
H 0.51 6.00 -0.73 0.386
H 1.98 5.00 -0.80 0.300
Cl 0.64 0.31 -6.58 -0.207
C -0.32 0.85 -5.21 0.312
C -1.47 1.70 -5.62 -0.264
Cl -2.62 0.87 -6.80 -0.213
H 0.39 1.30 -4.51 -0.034
H -0.46 -0.08 -4.65 -0.089
H -1.22 2.60 -6.19 0.361
H -2.04 2.04 -4.76 0.175
```

Values from the calculation:
Multiplicity: 1
HOMO (hartree): -0.3871
LUMO (Eh): -0.095

---

Model B:
Computed, not measured: a molecular structure, C10H20Cl10F8Mg2N4O16S8, with ωB97M-V/def2-TZVPD.

```
78
Properties=species:S:1:pos:R:3:mulliken_charge:R:1
Mg 1.10 -0.86 -1.74 2.427
Mg -2.85 1.01 -2.00 0.494
N -1.70 1.82 -3.12 0.402
S 0.05 2.08 -3.08 0.251
O 0.66 3.02 -3.98 -0.423
O 0.81 0.89 -2.58 -0.585
F 0.11 2.94 -1.72 -0.280
S -1.88 2.39 -4.49 0.907
O -0.99 1.91 -5.57 -0.505
O -2.58 3.69 -4.50 -0.611
F -3.14 1.40 -4.70 -0.343
N 0.29 -0.69 -0.13 0.546
S -0.71 0.46 0.60 0.290
O -0.81 0.71 2.06 -0.318
O -1.80 0.83 -0.26 -0.070
F 0.43 1.57 0.29 -0.249
S 0.44 -1.45 1.25 0.634
O -0.64 -2.40 1.55 -0.625
O 1.30 -0.93 2.29 -0.339
F 1.49 -2.49 0.61 -0.367
N 2.01 -2.10 -2.74 0.409
S 3.26 -1.85 -3.96 0.803
O 3.01 -2.45 -5.25 -0.527
O 4.62 -1.58 -3.46 -0.509
F 2.67 -0.46 -4.20 -0.209
S 2.23 -3.69 -2.86 0.902
O 3.48 -4.23 -2.38 -0.600
O 1.58 -4.36 -3.95 -0.560
F 1.22 -4.10 -1.65 -0.272
N -3.13 -0.76 -2.27 0.604
S -2.00 -1.92 -2.93 0.521
O -2.35 -3.27 -3.35 -0.441
O -0.61 -1.73 -2.44 -0.719
F -1.75 -1.19 -4.41 -0.364
S -4.24 -1.89 -2.04 0.907
O -3.95 -2.94 -1.07 -0.493
O -5.20 -2.16 -3.13 -0.548
F -5.20 -0.87 -1.16 -0.335
Cl 0.49 -7.57 1.55 -0.195
C 1.43 -6.09 1.91 -0.230
C 2.86 -6.27 1.43 -0.374
Cl 2.94 -6.75 -0.25 -0.141
H 1.35 -5.94 2.99 0.365
H 0.92 -5.23 1.48 -0.016
H 3.18 -7.07 2.10 0.366
H 3.40 -5.34 1.61 0.232
Cl 1.91 2.60 3.13 -0.162
C 1.66 1.86 4.71 -0.278
C 2.84 0.99 5.20 -0.232
Cl 2.63 0.66 6.90 -0.196
H 0.67 1.39 4.65 -0.066
H 1.50 2.65 5.44 0.486
H 3.72 1.64 5.20 0.286
H 2.87 0.10 4.57 0.186
Cl 5.34 -1.03 1.91 -0.179
C 4.68 0.60 1.52 -0.069
C 4.70 0.79 0.03 -0.893
Cl 3.33 0.06 -0.71 0.022
H 5.47 1.23 1.92 0.364
H 3.65 0.76 1.86 -0.049
H 5.57 0.24 -0.35 0.406
H 4.83 1.83 -0.26 0.330
Cl -1.75 1.93 6.08 -0.205
C -2.40 2.05 4.45 -0.062
C -3.44 3.16 4.43 -0.677
Cl -3.89 3.73 2.77 -0.144
H -2.56 1.07 4.00 0.364
H -1.51 2.45 3.97 0.066
H -3.09 4.06 4.94 0.337
H -4.42 3.05 4.89 0.382
Cl -4.67 6.82 -2.05 -0.182
C -3.88 5.18 -2.09 -0.277
C -4.62 4.34 -0.92 -0.534
Cl -4.11 2.62 -0.82 -0.031
H -2.87 5.44 -1.77 0.231
H -4.00 4.64 -3.03 0.265
H -5.70 4.27 -1.00 0.400
H -4.29 4.70 0.05 0.295
```

Values from the calculation:
Multiplicity: 1
HOMO (hartree): -0.3697
LUMO (Eh): -0.084

---

The winner here is model A, beating the second structure by 0.0955 hartree.